1.
19
Properties=species:S:1:pos:R:3:forces:R:3 method="wB97M-V/def2-TZVPD" relative_energy_ev=1.2161 e_homo_ev=-8.20 e_lumo_ev=0.62 smiles="C=C(N)C[C@@](C)(O)C#N"
C 2.520622 0.029572 -1.129568 -0.137 0.274 0.044
C 1.353902 -0.464318 -0.692133 0.615 1.026 -0.233
N 1.244248 -1.782904 -0.310489 -1.000 -1.152 -0.115
C 0.092462 0.391700 -0.652244 0.296 -0.417 -0.036
C -0.819284 0.240360 0.592479 -0.774 -0.194 -0.751
C -2.158645 0.943415 0.336697 -0.319 0.463 0.063
O -1.163140 -1.150716 0.796507 0.264 0.557 0.685
C -0.172292 0.829254 1.787584 0.645 0.516 1.401
N 0.273556 1.318341 2.743161 -0.672 -0.768 -1.492
H 2.630281 1.059710 -1.450260 -0.117 -0.120 0.100
H 3.411345 -0.591327 -1.163467 -0.156 0.016 -0.037
H 1.730798 -2.430903 -0.924862 -0.058 0.237 0.373
H 0.277873 -2.071403 -0.126713 0.822 0.019 -0.078
H 0.364118 1.450946 -0.770244 -0.087 -0.348 0.178
H -0.486592 0.118655 -1.545028 -0.195 0.001 0.288
H -2.031395 1.999836 0.080879 0.034 -0.115 0.081
H -2.702966 0.448275 -0.477022 0.404 0.021 0.095
H -2.807512 0.880533 1.219245 0.248 0.067 -0.058
H -1.557377 -1.219027 1.685478 0.186 -0.083 -0.507

2.
9
Properties=species:S:1:pos:R:3:forces:R:3 method="wB97M-V/def2-TZVPD" relative_energy_ev=1.0567 e_homo_ev=-10.76 e_lumo_ev=0.39 smiles="O=CO.C=O"
O -1.723132 -0.930502 0.426971 -0.013 0.085 0.065
C -1.925976 0.141293 -0.074118 0.131 -0.206 0.112
O -0.987110 0.858934 -0.705729 -0.292 0.000 0.480
H -2.895893 0.647455 -0.034448 0.010 0.087 -0.285
H -0.145658 0.455626 -0.430207 0.253 0.125 -0.350
C 2.464894 -0.558462 0.376621 0.229 -0.037 -0.335
O 1.971675 0.499681 0.092265 -0.243 -0.074 0.161
H 2.313234 -1.057384 1.347128 -0.099 0.095 0.046
H 3.109911 -1.079017 -0.353544 0.024 -0.074 0.106

3.
16
Properties=species:S:1:pos:R:3:forces:R:3 method="wB97M-V/def2-TZVPD" relative_energy_ev=4.8973 e_homo_ev=-14.79 e_lumo_ev=-4.96 smiles="C=[N+](C)[S@](C)(=N)=O" charge=+1
C -0.046669 1.756989 -0.543962 -3.107 -1.521 3.198
N 0.465443 0.778555 0.074481 3.079 0.425 -1.889
C 1.933890 0.502517 0.023752 -1.946 -0.880 1.593
S -0.694395 -0.563922 0.722085 -4.491 3.064 0.055
C -0.686882 -1.813079 -0.578053 -3.765 2.724 -1.263
N -2.091800 0.257426 0.577613 2.913 -2.314 1.088
O -0.079820 -0.949308 1.941740 0.460 -0.359 -0.004
H -1.115099 1.683434 -0.234350 -0.141 0.668 -1.390
H 0.354732 2.629704 -0.932945 1.460 1.106 -0.984
H 1.962684 -0.494859 -0.269115 0.546 -1.956 -0.430
H 2.374638 0.586161 0.984438 0.088 0.044 1.088
H 2.512124 1.038810 -0.634851 0.594 1.779 -1.790
H -0.865232 -1.330197 -1.588829 0.386 -0.245 1.290
H 0.036338 -2.523447 -0.634195 2.684 -1.563 0.500
H -1.646095 -2.317441 -0.372160 0.283 0.120 0.110
H -2.413859 0.758659 1.464350 0.958 -1.092 -1.172

4.
40
Properties=species:S:1:pos:R:3:forces:R:3 method="wB97M-V/def2-TZVPD" relative_energy_ev=0.0000 s2=6.037 e_homo_ev="-20.29 / -20.29" e_lumo_ev="-13.34 / -14.68" charge=+4 multiplicity=5
Ru 2.040150 -0.444083 -1.422046 -0.912 -0.005 -0.241
Br 3.452747 -1.471726 0.433019 0.051 -0.177 0.099
C 4.824525 -0.124402 0.134305 0.108 0.124 0.104
Br 4.023104 1.106378 -1.153099 0.153 0.163 -0.086
H 5.707008 -0.586434 -0.299347 -0.081 -0.039 -0.111
H 5.042714 0.400556 1.059826 -0.110 0.026 0.003
N 1.246977 -1.116196 -5.374247 -0.200 -0.371 0.235
C 1.831318 0.085791 -5.646201 0.266 0.577 0.349
C 2.132225 0.660036 -4.437177 0.042 0.127 -0.649
N 1.720071 -0.190134 -3.453816 -0.017 -0.527 0.878
C 1.184419 -1.279016 -4.048051 0.178 0.521 -0.470
C 0.748475 -2.320122 -3.166403 -0.189 -0.485 0.469
N 0.944292 -2.089240 -1.845819 0.428 0.549 -0.324
C 0.559462 -3.211040 -1.163447 -0.231 -0.649 -0.099
C 0.107854 -4.123028 -2.075530 0.075 0.145 0.669
N 0.237083 -3.544272 -3.310972 0.084 0.300 -0.313
H 0.928434 -1.764235 -6.086264 -0.019 -0.017 0.008
H 1.992831 0.455865 -6.646493 -0.055 -0.084 -0.032
H 2.590953 1.616888 -4.251744 -0.014 -0.012 0.026
H 0.615351 -3.306744 -0.092340 -0.022 0.037 -0.004
H -0.289937 -5.114082 -1.925052 -0.015 -0.005 -0.114
H -0.019967 -4.002230 -4.178327 0.018 0.020 -0.040
N -2.082443 1.041830 0.446123 -0.192 -0.031 0.164
C -0.992844 1.218306 1.146520 0.246 -0.115 -0.696
S 0.585601 1.081776 0.447932 0.451 -0.079 -0.036
N -0.992676 1.583002 2.465361 -0.019 0.097 0.373
C -1.964460 1.783658 3.421866 -0.276 0.129 0.004
C -1.485910 1.873106 4.771434 0.008 -0.104 0.126
C -2.361147 1.984462 5.808544 0.151 0.030 0.079
C -3.747317 2.076910 5.555565 0.084 -0.088 0.003
C -4.227005 2.024394 4.219189 -0.038 0.084 -0.193
C -3.358435 1.908764 3.172927 -0.070 -0.002 -0.126
H -2.014724 0.830390 -0.537213 0.067 -0.001 -0.032
H -3.014586 1.147699 0.814733 0.015 -0.083 0.025
H -0.053925 1.681478 2.836139 0.091 -0.107 -0.084
H -0.422335 1.811532 4.972713 0.005 -0.020 -0.053
H -1.996295 2.000554 6.827246 -0.010 0.074 0.001
H -4.444233 2.209840 6.374565 -0.008 -0.031 0.003
H -5.289451 2.113398 4.031977 0.005 0.049 0.006
H -3.757887 1.990366 2.173623 -0.050 -0.021 0.077

5.
31
Properties=species:S:1:pos:R:3:forces:R:3 method="wB97M-V/def2-TZVPD" relative_energy_ev=3.7025 e_homo_ev=-8.43 e_lumo_ev=0.88 smiles=COc1cc2c(cn1)[C@H]1NCC[C@H]1CC2
C -4.853083 -0.912075 -0.088449 -1.073 1.527 -2.339
O -4.166136 0.373493 -0.369445 -2.932 -1.447 -0.571
C -2.914278 0.182756 -0.217848 4.818 -0.715 2.895
C -2.031027 1.260773 -0.243646 2.738 0.054 0.205
C -0.686776 1.041178 0.173920 -2.207 1.152 -0.502
C -0.269384 -0.212375 0.494114 1.449 -1.110 1.308
C -1.164156 -1.224989 0.669151 -3.366 3.571 -3.121
N -2.468944 -1.005437 0.296316 0.591 -0.105 -0.181
C 1.174412 -0.573708 0.679417 0.481 -2.226 -0.464
N 1.519289 -1.575031 -0.427788 -4.411 1.409 -2.379
C 2.915850 -1.579434 -0.471909 0.980 -1.707 -2.359
C 3.357402 -0.171989 -0.248830 1.737 -0.834 1.955
C 2.259466 0.556980 0.464816 -1.690 -1.147 0.067
C 1.660777 1.647843 -0.415401 -2.273 1.662 0.260
C 0.314476 2.123130 0.340993 0.395 2.228 -0.545
H -4.480499 -1.241539 0.865409 -0.690 -0.493 0.136
H -4.629982 -1.573493 -0.950257 0.221 -0.068 0.959
H -5.895322 -0.620469 -0.259594 0.039 -0.255 0.894
H -2.187864 2.265738 -0.593560 -0.875 0.129 -0.038
H -0.836079 -2.187054 0.727020 0.515 -2.698 0.940
H 1.228131 -1.282541 1.606521 0.551 1.859 -1.062
H 1.046097 -1.188702 -1.359213 1.428 -0.940 2.439
H 3.368114 -2.260163 -1.305009 -0.872 1.891 0.668
H 3.134659 -2.217180 0.311245 1.133 -0.932 2.329
H 4.168877 -0.202813 0.454940 0.928 0.005 0.131
H 3.740553 0.260938 -1.107778 0.376 1.242 -1.776
H 2.562251 0.885630 1.482721 -0.108 0.479 -0.906
H 1.430726 1.489964 -1.564299 0.502 -0.422 2.454
H 2.294877 2.512501 -0.381883 0.688 0.405 -0.182
H -0.130900 3.176357 -0.038623 1.192 -2.375 0.730
H 0.538487 2.251719 1.476961 -0.265 -0.137 -1.945

6.
20
Properties=species:S:1:pos:R:3:forces:R:3 method="wB97M-V/def2-TZVPD" relative_energy_ev=2.2581 e_homo_ev=-7.33 e_lumo_ev=0.59
C -0.686837 -0.489725 1.134741 -0.749 0.213 -1.761
C 1.753052 0.227884 -1.446391 0.076 0.305 0.151
C -1.683425 1.308090 -0.785338 0.440 0.155 -0.125
C 0.648566 -0.022030 0.767125 0.887 -0.213 -0.489
C -1.015697 -0.049988 -0.702213 -0.268 -0.206 1.630
N -0.860115 -1.926388 1.173527 0.206 0.025 0.332
N 1.680614 0.185294 1.611498 -0.267 0.001 -0.412
N 0.640247 0.163945 -0.527429 -0.407 -0.194 0.883
O -1.385731 -0.997446 -1.393999 0.291 -0.082 -0.031
H -1.118311 0.026578 1.992905 -0.121 -0.057 -0.086
H -0.992527 -2.265055 0.214724 -0.059 0.212 -0.036
H -1.714615 -2.140668 1.673578 0.089 0.014 -0.013
H 2.528506 0.625689 1.293850 0.061 -0.175 0.126
H 1.656186 -0.284251 2.501219 0.102 0.154 -0.036
H 2.609344 -0.348030 -1.074476 -0.139 0.028 -0.029
H 1.427464 -0.200806 -2.394642 0.019 0.047 0.041
H 2.073736 1.265048 -1.605370 -0.045 -0.157 -0.089
H -1.702296 1.648168 -1.821693 -0.045 0.025 -0.064
H -2.707918 1.227873 -0.427632 0.003 -0.114 -0.021
H -1.150243 2.045818 -0.183984 -0.074 0.019 0.027

7.
6
Properties=species:S:1:pos:R:3:forces:R:3 method="wB97M-V/def2-TZVPD" relative_energy_ev=7.7095 e_homo_ev="-10.54 / -10.54" e_lumo_ev="-4.48 / -4.48"
O 1.170515 1.199348 -0.977160 3.922 4.345 -2.507
Si 0.184488 0.470610 -0.098601 -4.584 -2.415 4.440
Cl 1.055807 3.814760 -0.629111 -0.027 -2.423 -0.205
H -1.272869 0.990596 -0.332208 1.198 -0.910 0.115
H 1.051035 -0.706399 -0.730868 -0.607 0.541 -0.230
H 0.283999 -0.048694 1.428698 0.098 0.862 -1.614

8.
17
Properties=species:S:1:pos:R:3:forces:R:3 method="wB97M-V/def2-TZVPD" relative_energy_ev=3.3212 e_homo_ev=-8.43 e_lumo_ev=-0.49
H -3.103695 1.729448 -0.111745 0.473 0.073 -0.037
N -2.862557 0.828545 -0.511342 0.312 0.474 -0.719
C -1.781814 0.308472 -0.061418 -2.529 -1.750 1.931
C -1.039866 0.782283 1.172239 0.719 0.463 -0.821
N -1.638050 -1.052159 -0.308187 0.525 1.108 -0.101
H -1.161596 0.089733 2.002383 -0.164 -0.063 -0.089
H 0.021091 0.836296 0.932374 0.187 0.052 0.215
H -1.368139 1.778941 1.459115 -0.053 -0.039 0.012
H -0.819058 -1.547468 0.011751 -0.197 -0.055 -0.475
H -2.239835 -1.421232 -1.027594 0.246 -0.088 0.074
C 2.978790 1.020783 -0.663755 -0.389 0.428 -0.221
C 2.077308 0.067665 -0.610711 0.283 -0.593 -0.004
C 1.594740 -1.115534 -0.478981 0.813 -0.437 0.262
N 1.034197 -2.189415 -0.265875 -0.469 0.491 0.056
H 4.048215 0.862905 -0.706390 0.071 -0.411 0.100
H 2.703032 2.064650 -0.717825 -0.212 0.145 0.020
H 1.557236 -3.043912 -0.114038 0.383 0.202 -0.205